1.
DFT (wB97M-V/def2-TZVPD) results for a molecular structure, C24H45I2SbTeV at a distorted geometry.

Atoms and positions in Å:
V: -0.1273 -0.2517 0.3012
I: -0.2205 -2.4907 -1.6694
I: -0.8775 -4.7232 -2.9744
C: -0.3315 1.2551 -3.0891
Te: 1.1338 1.1123 -1.5486
C: 1.0117 3.1690 -1.0602
H: -1.2159 1.7298 -2.6753
H: -0.5609 0.2617 -3.4650
H: 0.1051 1.8605 -3.8781
H: 1.2307 3.6879 -1.9881
H: 1.7543 3.4102 -0.3063
H: 0.0059 3.3842 -0.7124
C: 3.8087 1.7544 1.3068
C: 2.8836 1.5306 2.5035
C: 3.6983 1.4470 3.7896
C: 1.8378 2.6445 2.5988
Sb: 1.7986 -0.3327 2.1719
C: 3.2399 -1.8530 1.5219
C: 2.5672 -3.2220 1.5849
C: 3.6187 -1.5253 0.0792
C: 4.4756 -1.8230 2.4206
C: 0.8209 -0.9793 4.0384
C: -0.1163 0.1492 4.4595
C: 0.0108 -2.2369 3.7056
C: 1.8345 -1.2887 5.1364
H: 4.2637 2.7471 1.4026
H: 3.2946 1.7275 0.3427
H: 4.6229 1.0298 1.2730
H: 4.3130 2.3525 3.8659
H: 4.3751 0.5925 3.8111
H: 3.0661 1.4152 4.6753
H: 2.3421 3.6156 2.5254
H: 1.3088 2.6281 3.5522
H: 1.0926 2.6002 1.8033
H: 1.5921 -3.2515 1.0899
H: 2.4435 -3.5686 2.6090
H: 3.2087 -3.9491 1.0738
H: 2.7620 -1.5811 -0.5985
H: 4.3438 -2.2702 -0.2695
H: 4.0822 -0.5445 -0.0301
H: 4.2367 -2.0039 3.4688
H: 5.0208 -0.8816 2.3469
H: 5.1607 -2.6174 2.1020
H: -0.7891 0.4539 3.6584
H: 0.4282 1.0289 4.8068
H: -0.7354 -0.2010 5.2937
H: -0.6309 -2.1176 2.8285
H: -0.6505 -2.4590 4.5516
H: 0.6388 -3.1088 3.5503
H: 2.3226 -0.3980 5.5212
H: 2.6013 -1.9960 4.8180
H: 1.3004 -1.7521 5.9742
C: -3.0610 0.4596 -0.6318
C: -2.6711 0.6141 0.8607
C: -2.7860 -0.7758 1.5313
C: -1.2058 1.0777 0.8902
C: -3.5727 1.6114 1.5827
C: -4.8819 1.8325 1.1654
C: -5.7101 2.6937 1.8759
C: -5.2425 3.3420 3.0100
C: -3.9395 3.1245 3.4354
C: -3.1153 2.2636 2.7263
H: -2.3210 -0.1299 -1.1938
H: -3.1536 1.4325 -1.1171
H: -4.0092 -0.0707 -0.7352
H: -2.1100 -1.5334 1.0814
H: -3.7942 -1.1721 1.4100
H: -2.5649 -0.7170 2.5961
H: -1.0170 2.1217 1.1201
H: -5.2805 1.3415 0.2855
H: -6.7250 2.8573 1.5359
H: -5.8901 4.0118 3.5610
H: -3.5648 3.6247 4.3198
H: -2.1026 2.1012 3.0827

Calculated values
Multiplicity   2
Energy above the lowest of the compared OMol25 structures with the same formula, charge and spin   25.0 kcal per mole
Orbital gap (alpha / beta)   5.57 / 5.62 eV
HOMO level (alpha / beta)   -13.90 / -13.88 eV
Maximum force   0.0276 Eh/bohr
Total charge   +2
Total energy   -2988.4455 a.u.

***

2.
DFT (wB97M-V/def2-TZVPD) results for 13 unconnected molecules or ions with the total composition C81H181N7O13 at a distorted geometry.

Atoms and positions in Å:
C: -3.8358 4.3186 -1.5127
C: -4.9767 5.0211 -2.3962
C: -5.6564 6.1585 -1.7317
O: -4.3003 5.6425 -3.4583
H: -3.4447 3.4789 -2.0872
H: -4.2060 3.9248 -0.5662
H: -3.0292 5.0267 -1.3226
H: -5.6587 4.2515 -2.7576
H: -6.4348 6.6705 -2.2975
H: -4.9952 6.9482 -1.3748
H: -6.0340 5.8966 -0.7433
H: -4.9364 5.9949 -4.0851
C: -5.2053 -1.4041 6.0465
C: -3.7815 -1.8915 5.6397
C: -2.6534 -1.8146 6.7194
O: -4.0356 -3.2301 5.3961
H: -5.0010 -0.4754 6.5794
H: -5.6308 -2.0002 6.8538
H: -5.8204 -1.1495 5.1835
H: -3.5164 -1.3008 4.7628
H: -2.5892 -0.7810 7.0594
H: -1.7094 -2.1354 6.2787
H: -2.8814 -2.5158 7.5221
H: -4.8113 -3.4327 4.8680
C: 0.4963 4.3186 3.6291
C: 1.5772 5.3992 3.3780
C: 2.8882 5.1916 3.9853
O: 1.8043 5.4848 1.9599
H: 0.6821 3.4803 2.9577
H: -0.5359 4.5813 3.3975
H: 0.5326 3.8956 4.6331
H: 1.2181 6.3958 3.6349
H: 3.0865 5.3507 5.0452
H: 3.4865 5.9681 3.5087
H: 3.3852 4.2496 3.7533
H: 1.5466 6.3797 1.7266
C: 5.5331 5.8679 0.5029
C: 4.7184 4.8263 -0.1789
C: 4.6292 3.5600 0.6850
O: 3.4295 5.2029 -0.5182
H: 6.4221 5.3493 0.8619
H: 4.9487 6.1276 1.3856
H: 5.7893 6.7076 -0.1432
H: 5.2970 4.6367 -1.0830
H: 4.0970 3.7521 1.6166
H: 5.6260 3.2016 0.9419
H: 4.1398 2.7628 0.1256
H: 2.8595 4.9685 0.2178
C: 0.6014 4.7357 -4.6790
C: -0.7096 5.2823 -3.9784
C: -1.0184 6.6917 -4.3995
O: -1.8323 4.5543 -4.5418
H: 0.7535 5.0838 -5.7007
H: 0.6721 3.6505 -4.6064
H: 1.4552 4.8467 -4.0105
H: -0.7654 5.0412 -2.9168
H: -1.4205 6.7923 -5.4076
H: -0.1371 7.3291 -4.3288
H: -1.6562 7.2381 -3.7047
H: -2.6010 4.8070 -4.0252
C: -1.1516 -3.8646 3.3725
C: -1.4744 -5.1164 4.1297
C: -0.9565 -5.0395 5.5690
O: -2.8905 -5.2621 4.1739
H: -1.5203 -3.7476 2.3534
H: -0.1005 -3.5805 3.3227
H: -1.5460 -3.0164 3.9320
H: -0.8919 -5.9216 3.6819
H: -1.0453 -6.0719 5.9072
H: -1.5589 -4.4864 6.2896
H: 0.1210 -4.9043 5.6638
H: -3.0736 -4.5381 4.7771
C: -3.9729 0.7665 -5.4414
C: -3.5486 -0.6088 -4.8118
C: -2.7687 -0.2825 -3.4849
C: -3.6919 0.0583 -2.3387
C: -4.6689 -1.1407 -2.1160
C: -5.4891 -1.4512 -3.3741
N: -4.6031 -1.5892 -4.5786
O: -5.3127 -1.9362 -5.7795
C: -6.0026 -2.9493 -3.0854
C: -6.6428 -0.4886 -3.5365
C: -2.5180 -1.3102 -5.6919
H: -3.0947 1.3654 -5.6831
H: -4.5651 1.3563 -4.7418
H: -4.6430 0.6414 -6.2919
H: -2.1311 -1.1304 -3.2346
H: -2.0559 0.5397 -3.5488
H: -4.0720 1.0675 -2.4972
H: -3.0813 0.1446 -1.4399
H: -5.2811 -0.8907 -1.2494
H: -3.9880 -1.9845 -2.0048
H: -5.1707 -3.6526 -3.0483
H: -6.3897 -3.0008 -2.0677
H: -6.8194 -3.2591 -3.7373
H: -7.0139 -0.4206 -4.5591
H: -7.4966 -0.8102 -2.9402
H: -6.4400 0.5574 -3.3066
H: -2.2618 -2.2258 -5.1587
H: -1.5948 -0.7335 -5.7483
H: -2.7841 -1.5994 -6.7086
H: -4.8368 -2.7154 -6.0762
C: 5.3522 -0.9312 1.1483
C: 4.8509 -2.4024 1.0377
C: 6.0226 -3.3827 1.0504
C: 5.7632 -4.7761 1.2726
C: 4.9280 -4.9070 2.6045
C: 3.5962 -4.1154 2.5525
N: 3.9064 -2.6970 2.1540
O: 2.8357 -1.8095 2.1710
C: 2.6303 -4.8427 1.6710
C: 3.0822 -4.2045 3.9704
C: 4.0872 -2.5843 -0.2972
H: 5.6138 -0.7004 2.1810
H: 4.6299 -0.1529 0.9021
H: 6.2645 -0.6533 0.6206
H: 6.6866 -3.3011 0.1898
H: 6.6113 -3.0391 1.9010
H: 6.7411 -5.2504 1.3551
H: 5.1901 -5.1712 0.4338
H: 5.4978 -4.5592 3.4662
H: 4.7074 -5.9708 2.6917
H: 2.9241 -4.7455 0.6258
H: 2.5116 -5.8833 1.9730
H: 1.6698 -4.3275 1.6695
H: 3.8011 -4.0758 4.7795
H: 2.2345 -3.5504 4.1743
H: 2.7194 -5.2140 4.1640
H: 4.5918 -2.1920 -1.1802
H: 3.0910 -2.1427 -0.3201
H: 3.9885 -3.5536 -0.7857
H: 2.8858 -1.4594 3.0635
C: 3.9813 1.1968 4.7631
C: 4.4189 0.5183 6.1179
C: 4.8109 1.6712 7.0623
C: 3.6804 2.4142 7.7694
C: 2.7438 1.3818 8.4873
C: 2.1400 0.3211 7.4420
N: 3.3195 -0.3193 6.7113
O: 2.9500 -1.3580 5.9106
C: 1.4954 -0.7629 8.2513
C: 1.1560 1.0303 6.5020
C: 5.6550 -0.3425 5.9140
H: 4.7933 1.7384 4.2779
H: 3.1524 1.8949 4.8801
H: 3.7562 0.4856 3.9683
H: 5.4357 1.2410 7.8450
H: 5.4123 2.4315 6.5639
H: 3.2163 3.0504 7.0159
H: 4.1687 3.0811 8.4800
H: 1.8772 1.9247 8.8645
H: 3.2281 0.7742 9.2518
H: 0.9506 -0.2661 9.0540
H: 0.8201 -1.3635 7.6419
H: 2.0795 -1.5120 8.7859
H: 0.9243 0.3656 5.6698
H: 0.2205 1.2331 7.0232
H: 1.4007 2.0161 6.1064
H: 6.3365 -0.4584 6.7567
H: 6.3573 0.0402 5.1735
H: 5.4436 -1.3516 5.5603
H: 3.0153 -2.0558 6.5667
C: 4.7669 -0.4070 -5.8099
C: 5.0564 0.6694 -4.8135
C: 5.2967 -0.0838 -3.5169
C: 5.8472 0.8241 -2.4011
C: 7.0896 1.5474 -2.9243
C: 6.9116 2.3414 -4.2367
N: 6.2621 1.4296 -5.2040
O: 6.1869 2.0410 -6.5072
C: 6.1360 3.6845 -3.9702
C: 8.3564 2.7311 -4.6769
C: 3.7980 1.5676 -4.6324
H: 5.5302 -1.1637 -5.9916
H: 4.5864 0.0703 -6.7731
H: 3.8851 -0.9420 -5.4573
H: 4.4154 -0.6589 -3.2331
H: 6.0758 -0.8385 -3.6244
H: 6.1800 0.2999 -1.5052
H: 5.0853 1.4567 -1.9457
H: 7.8481 0.7689 -3.0071
H: 7.3792 2.1540 -2.0663
H: 6.7141 4.3398 -3.3186
H: 5.9135 4.2745 -4.8593
H: 5.2308 3.5119 -3.3881
H: 8.9008 3.1259 -3.8190
H: 8.9698 1.8485 -4.8582
H: 8.3997 3.5012 -5.4471
H: 3.7590 2.1764 -3.7291
H: 2.8708 1.0187 -4.7969
H: 3.7541 2.2065 -5.5144
H: 6.7748 1.5246 -7.0634
C: 0.2483 0.6683 2.3949
C: -0.7566 0.5077 1.2105
C: -1.3361 1.9312 0.8870
C: -0.5428 2.7864 -0.1017
C: -0.0490 2.0236 -1.2878
C: 0.6734 0.7762 -0.9078
N: -0.1357 -0.0599 0.0408
O: 0.2960 -1.3947 0.2091
C: 0.9375 0.0437 -2.2427
C: 1.9992 1.1571 -0.2950
C: -2.0005 -0.3945 1.5658
H: -0.1702 1.2295 3.2302
H: 1.1784 1.1151 2.0435
H: 0.4424 -0.3205 2.8105
H: -2.3684 1.7639 0.5797
H: -1.2782 2.5597 1.7756
H: 0.2756 3.2882 0.4146
H: -1.1857 3.6394 -0.3190
H: 0.4687 2.6802 -1.9871
H: -0.9261 1.8126 -1.8995
H: 0.9858 0.7104 -3.1036
H: 1.7406 -0.6926 -2.2735
H: 0.0292 -0.5258 -2.4397
H: 1.9436 2.0696 0.2986
H: 2.3405 0.2590 0.2198
H: 2.7056 1.4214 -1.0818
H: -2.6298 0.0134 2.3568
H: -1.6622 -1.3890 1.8566
H: -2.6313 -0.3985 0.6769
H: 1.1611 -1.2766 0.6083
C: 0.8232 -3.1546 -6.1092
C: 1.3289 -4.4787 -5.3711
C: 1.2288 -4.3545 -3.8666
C: -0.1338 -4.5296 -3.2137
C: -0.5976 -5.8932 -3.5903
C: -0.6701 -6.0573 -5.1001
N: 0.5754 -5.6706 -5.8180
O: 0.5410 -5.8301 -7.1435
C: -0.8770 -7.6049 -5.3746
C: -1.9422 -5.3083 -5.6187
C: 2.8828 -4.5532 -5.6495
H: 1.1176 -2.1828 -5.7130
H: -0.2488 -2.9583 -6.1252
H: 1.0673 -3.1648 -7.1715
H: 1.9489 -4.9965 -3.3592
H: 1.4740 -3.3389 -3.5561
H: -0.8179 -3.7419 -3.5295
H: -0.0527 -4.4491 -2.1297
H: -1.5239 -6.0516 -3.0380
H: 0.0901 -6.6435 -3.2002
H: -0.9922 -7.7408 -6.4500
H: 0.0476 -8.1018 -5.0808
H: -1.7437 -7.9882 -4.8361
H: -1.8963 -4.2705 -5.2888
H: -2.0705 -5.3142 -6.7011
H: -2.7608 -5.7113 -5.0224
H: 3.3073 -5.4128 -5.1309
H: 3.4287 -3.6912 -5.2662
H: 2.9606 -4.6864 -6.7285
H: 1.4245 -6.1956 -7.2302
C: -5.8855 -1.1298 2.2247
C: -6.7488 0.2095 2.2457
C: -5.8849 1.2227 1.5339
C: -6.6606 2.4113 0.9402
C: -7.7238 1.8692 -0.0540
C: -8.7508 1.0640 0.7900
N: -7.9274 -0.0504 1.3807
O: -8.7164 -1.0438 1.8892
C: -9.6289 1.9343 1.7323
C: -9.8118 0.5597 -0.2837
C: -7.0749 0.7055 3.6378
H: -5.9509 -1.6185 1.2525
H: -6.1680 -1.7770 3.0551
H: -4.8507 -0.8648 2.4414
H: -5.1813 1.7176 2.2033
H: -5.3558 0.8299 0.6657
H: -6.0985 3.0958 0.3048
H: -7.0037 3.0850 1.7255
H: -7.2311 1.3230 -0.8584
H: -8.2406 2.6047 -0.6705
H: -9.4344 1.6938 2.7775
H: -9.2856 2.9513 1.5432
H: -10.6997 1.9849 1.5350
H: -10.1917 1.3781 -0.8952
H: -9.4041 -0.1294 -1.0233
H: -10.6673 0.0352 0.1418
H: -7.6255 -0.0409 4.2103
H: -7.5753 1.6728 3.6821
H: -6.1186 0.8668 4.1353
H: -8.9386 -1.6164 1.1514

Calculated values
Multiplicity   2
Energy above the lowest of the compared OMol25 structures with the same formula, charge and spin   24.6 kcal per mole
Orbital gap (alpha / beta)   7.03 / 2.97 eV
HOMO level (alpha / beta)   -9.43 / -9.43 eV
Maximum force   0.0815 Eh/bohr
Total charge   +1
Total energy   -4555.4479 a.u.